DFT (ωB97M-V/def2-TZVPD) results for C28H38IrN4P2 as an isolated structure in a non-equilibrium geometry.

Structure (XYZ):
```
73
Properties=species:S:1:pos:R:3:forces:R:3:mulliken_charge:R:1
Ir -2.50951 1.29801 -0.16655 -0.5 1.5 -0.4 0.8474
C 2.05262 4.34195 -0.16757 0.3 -0.8 -0.7 -0.4502
C 2.03284 3.24407 -0.92913 -1.0 -0.4 0.7 -0.8109
C 2.64833 1.86671 -0.71145 0.4 -0.1 -0.9 0.5467
C 2.75084 1.06779 0.63790 0.3 -0.2 -0.2 -0.5780
C 1.95764 1.49759 1.82900 -0.7 0.8 0.0 0.0702
C 2.09357 2.68871 2.41470 0.4 0.0 -0.1 -0.5042
C 3.24764 3.58745 2.03730 0.1 0.0 0.0 -0.8988
C 2.99772 4.65165 0.94403 -0.5 0.6 0.9 -0.8711
C -1.73530 3.06681 0.41264 1.0 2.0 1.2 -1.2624
H 1.34995 5.12263 -0.42822 0.2 0.2 -0.2 0.4306
H 1.35524 3.23801 -1.80111 0.3 0.2 0.5 0.4361
H 3.66852 1.86250 -1.15326 -0.4 0.0 0.2 0.4463
H 2.05723 1.23801 -1.40270 0.3 0.2 0.3 -0.6377
H 2.42189 0.03471 0.42010 0.5 0.3 0.0 0.0885
H 3.82552 1.02852 0.88090 -0.4 -0.2 0.1 0.5271
H 1.16803 0.81832 2.14742 0.0 0.1 0.1 0.2454
H 1.43859 3.03870 3.22291 0.2 -0.3 -0.3 0.3953
H 4.09441 2.96598 1.69216 -0.3 0.2 0.4 0.3298
H 3.55013 4.12601 2.94827 0.2 -0.2 -0.3 0.4623
H 2.59738 5.55701 1.42510 0.3 -0.2 0.0 0.3534
H 3.97703 4.92186 0.54133 -0.1 0.1 -0.1 0.3044
H -1.21985 3.63263 -0.38091 -0.3 -0.2 0.4 0.3064
H -1.04981 2.99628 1.28231 -0.4 0.1 -0.5 0.1449
H -2.64043 3.62471 0.71509 0.2 0.1 0.0 0.5476
P -1.76633 -0.22446 1.11006 -1.4 -4.2 1.6 0.0129
P 0.02904 -0.56650 -2.21194 2.6 -2.5 -0.7 -0.0732
N -1.12875 -0.57357 2.85963 0.1 0.7 0.1 0.5193
N -3.20385 -1.24920 1.32309 0.9 0.2 0.1 0.5034
N 1.40278 -1.65084 -1.76568 0.1 0.4 0.1 0.9457
N -0.10817 -1.57218 -3.79190 -1.3 0.3 -0.6 0.1836
C -0.71835 -1.45243 0.26550 0.7 0.6 0.2 -0.5760
C -1.19149 -1.46079 -1.19671 -0.5 -0.7 -0.6 -1.6632
C -1.16845 0.30478 3.93364 -0.1 -0.9 -1.8 -0.3047
C -0.62892 -0.31350 5.06735 0.9 -2.3 0.3 -0.6854
C -0.26291 -1.63519 4.68441 -0.4 1.8 1.2 -0.6369
C -0.59916 -1.76795 3.33212 -0.5 0.9 -0.6 0.0443
C -4.45701 -0.66340 1.41624 -0.3 -1.1 0.5 -0.4271
C -5.32523 -1.59207 1.97713 0.7 0.7 -0.3 -0.6668
C -4.57668 -2.77510 2.25775 1.1 0.8 -0.5 -0.7933
C -3.26791 -2.53516 1.83534 -0.9 -0.1 0.4 -0.1638
C 2.76635 -1.31971 -1.71178 -0.1 -0.8 0.0 -0.8360
C 3.49514 -2.45066 -1.35442 -0.7 0.9 -0.5 -0.8947
C 2.57671 -3.52670 -1.23695 -1.0 0.3 -0.2 -0.7850
C 1.30166 -3.02392 -1.48572 1.2 0.2 0.1 -0.5342
C 0.72166 -2.56070 -4.32313 -0.2 0.9 1.4 0.0252
C 0.09173 -3.18667 -5.39817 -2.5 1.1 -0.9 -0.6764
C -1.14774 -2.49704 -5.59650 1.8 -1.9 -0.6 -0.5777
C -1.24861 -1.52879 -4.59945 1.7 0.2 1.3 -0.0661
H -0.74761 -2.45718 0.70729 -0.1 0.4 -0.2 0.2704
H 0.32530 -1.09286 0.38118 -0.3 -0.3 -0.1 0.4146
H -1.35507 -2.48951 -1.55975 0.1 0.5 0.1 0.5105
H -2.14233 -0.89299 -1.32358 0.3 -0.5 0.2 1.0732
H -1.58003 1.28912 3.79638 0.0 0.2 0.1 0.5195
H -0.51041 0.13052 6.04594 -0.1 0.0 -0.1 0.4844
H 0.19007 -2.40860 5.29667 -0.1 0.2 -0.1 0.4938
H -0.49541 -2.63813 2.70113 0.1 0.2 0.1 0.3617
H -4.58222 0.33951 1.01788 -0.3 -0.1 0.2 0.3294
H -6.36719 -1.41679 2.17153 -0.1 -0.1 0.0 0.4702
H -4.92881 -3.67662 2.72770 -0.1 -0.1 -0.1 0.4696
H -2.40654 -3.19500 1.81332 -0.4 0.1 0.1 0.4046
H 3.10998 -0.32849 -1.98040 -0.1 -0.2 0.2 0.7951
H 4.56456 -2.47607 -1.20329 -0.1 0.0 -0.1 0.5133
H 2.79900 -4.56955 -1.02905 0.0 0.3 0.0 0.5198
H 0.36187 -3.53734 -1.50092 -0.1 -0.1 0.1 0.4578
H 1.70151 -2.77276 -3.90638 -0.2 0.2 -0.1 0.3964
H 0.48283 -4.02606 -5.94877 0.0 0.1 -0.1 0.4703
H -1.86751 -2.68951 -6.37796 0.0 0.0 0.1 0.4604
H -2.01806 -0.80051 -4.40346 -0.2 0.0 -0.1 0.3550
C -2.06985 1.88750 -2.05289 0.4 0.3 -1.2 -0.7603
H -1.94583 1.08164 -2.78979 -0.1 0.3 0.0 -0.0057
H -1.22320 2.60311 -2.12041 -0.5 -0.7 0.0 0.1516
H -3.01077 2.44173 -2.26253 0.2 -0.2 0.0 0.5016
```
Forces are in eV/Å.

Its maximum force is 4.74 eV/Å. The calculation puts the orbital gap (spin up / spin down) at 5.96 / 4.25 eV. As for the expectation value of S²: 8.78. As for the total charge: +2. Its HOMO energy (spin up / spin down) is -11.69 / -13.29 eV. Its energy above the lowest of the compared OMol25 structures with the same formula, charge and spin is 0.0 kJ/mol. As for the calculated total energy: -2094.8730 Ha. The multiplicity is 6. The value obtained for the LUMO energy (spin up / spin down) is -5.7 / -9.0 eV.